The following is a DFT calculation (wB97M-V/def2-TZVPD) of a molecular structure, C13H17IN6O2OsS at a distorted geometry.

```
41
Properties=species:S:1:pos:R:3:forces:R:3
Os -0.120219 -0.524501 1.253275 -1.821 -3.883 -0.651
N 1.622519 0.177086 5.117856 -0.091 -0.288 -0.114
C 0.902424 0.033541 3.930220 0.133 0.018 0.527
S 1.517698 -1.207102 2.841017 0.219 1.374 -0.083
N -0.094078 0.822670 3.773331 -0.506 0.560 0.050
N -0.898846 0.722953 2.609609 1.395 0.246 -0.068
C -0.407443 1.537036 1.591342 0.948 -0.582 -0.589
C -1.055521 1.570859 0.243802 -0.471 1.750 1.796
C -1.194861 2.778978 -0.442853 -0.155 -0.257 -0.572
C -1.783289 2.729559 -1.685274 0.054 -0.151 -0.022
C -2.182081 1.484277 -2.194631 -0.028 0.170 0.056
C -1.981481 0.349332 -1.450147 -0.155 -0.599 -0.042
N -1.438501 0.382239 -0.222184 0.441 1.044 0.384
H 2.165820 -0.644776 5.337488 0.021 0.049 0.064
H 1.029604 0.455704 5.886343 0.055 0.128 -0.004
H 0.409258 2.228690 1.768165 -0.206 0.195 0.226
H -0.859871 3.699930 0.011735 -0.002 -0.013 0.010
H -1.943533 3.631354 -2.261415 -0.014 -0.007 -0.011
H -2.651184 1.402854 -3.164445 -0.006 0.006 0.002
H -2.282869 -0.626945 -1.812486 0.067 0.028 -0.016
O -0.818396 -1.707025 2.388452 -0.385 0.327 -1.005
I -3.534491 -5.056299 -1.973971 0.090 0.079 0.025
C -2.034479 -3.758644 -1.401901 -0.011 -0.036 -0.063
C -0.821135 -3.557253 -2.029526 -0.073 0.016 0.036
N -0.176368 -2.627135 -1.304628 0.036 0.059 -0.157
N -0.897802 -2.217940 -0.265228 0.870 -0.619 0.136
C -2.027844 -2.897758 -0.289550 -0.014 -0.068 -0.095
H -0.388492 -3.996961 -2.911463 -0.027 -0.027 0.005
H 0.734294 -2.195185 -1.424914 0.000 0.064 0.071
H -2.773841 -2.742963 0.472639 0.019 -0.042 0.026
C 1.563392 0.707145 -2.231445 -0.046 -0.222 -0.057
C 1.727486 0.752366 -0.715816 0.835 0.117 -0.318
C 3.135498 1.202049 -0.344646 0.084 -0.096 0.054
O 1.436603 -0.502870 -0.123860 -1.252 0.918 0.264
H 1.752191 1.689877 -2.668877 0.026 -0.004 0.007
H 0.552122 0.404261 -2.517210 0.052 -0.014 0.048
H 2.272448 -0.000565 -2.669687 -0.001 -0.009 0.004
H 1.075796 1.554110 -0.370014 -0.043 -0.136 0.074
H 3.879200 0.502868 -0.732966 -0.014 -0.029 0.028
H 3.243354 1.251866 0.740081 -0.017 -0.062 -0.004
H 3.346926 2.192309 -0.756222 -0.008 -0.008 -0.021
```
Positions in Å, forces in eV/Å.

Output
Energy above the lowest of the compared OMol25 structures with the same formula, charge and spin, kcal per mole: 43.2
Total charge: 0
Total energy, eV: -48191.08680
Strongest force on any atom, eV/A: 4.338
Frontier orbital gap (spin up / spin down), eV: 6.92 / 6.73

=====

The following is a DFT calculation (wB97M-V/def2-TZVPD) of a molecular structure, C13H17N3O2Re at a distorted geometry.

```
36
Properties=species:S:1:pos:R:3:forces:R:3
C -3.581587 0.084679 0.637462 -0.351 0.166 -0.817
C -3.301981 1.002389 -0.569710 -1.759 -0.132 0.306
H -3.548566 -0.956208 0.322933 -0.030 0.100 0.259
H -4.595993 0.277403 1.007853 0.267 0.203 -0.006
H -2.883052 0.262832 1.449683 0.022 -0.075 0.483
H -2.299606 0.982913 -1.079215 -0.040 0.127 -0.363
H -3.968480 0.693746 -1.384857 0.279 0.086 -0.013
H -3.516854 2.050810 -0.325887 0.341 -0.273 -0.210
C 0.687022 -2.627573 0.384267 0.444 -0.314 -0.272
C 1.423766 -3.767520 0.060868 -0.102 0.408 -0.016
C 2.470086 -3.654125 -0.863732 -0.186 0.134 0.355
C 2.732559 -2.413507 -1.438040 -0.478 0.735 -0.110
H -0.130151 -2.664328 1.104052 0.229 0.033 -0.146
H 1.159000 -4.703940 0.546388 0.199 0.138 -0.177
H 3.073751 -4.525484 -1.115056 -0.091 0.269 0.062
H 3.578725 -2.237464 -2.095955 -0.231 -0.377 -0.015
N 0.931917 -1.458794 -0.217886 -0.381 -0.212 -0.234
C 1.869471 -1.332056 -1.164524 0.402 -1.087 0.633
C 1.923827 -0.009934 -1.783982 0.361 0.845 -0.114
N 0.929183 0.870879 -1.436092 -0.662 -0.009 0.101
C 0.996727 2.147506 -1.886691 0.280 -0.020 -0.027
C 3.096401 1.728592 -2.985206 -0.271 -0.026 0.038
C 2.081161 2.608807 -2.616072 -0.271 0.083 0.104
H 0.173354 2.800144 -1.600438 0.361 -0.133 -0.242
H 2.110968 3.661062 -2.874928 0.022 -0.136 -0.085
C 2.987247 0.399260 -2.596521 -0.396 -0.289 0.455
H 3.743486 -0.338374 -2.853732 -0.112 0.318 -0.013
H 3.953298 2.075836 -3.560903 -0.211 -0.105 0.124
Re -0.705653 0.296415 -0.073919 0.854 -3.182 -5.527
C -1.016792 2.291023 0.479200 -0.773 0.535 0.361
H -1.558102 2.867256 -0.278271 0.187 -0.082 0.109
H -0.072322 2.798719 0.699639 -0.008 -0.220 0.214
H -1.651969 2.245444 1.367072 0.128 0.588 0.110
O 0.486370 -0.029796 2.612121 -1.199 1.063 -2.297
N -0.035350 0.132099 1.562770 2.741 -1.593 6.615
O -1.553463 -1.175111 -0.505992 0.437 2.431 0.353
```
Positions in Å, forces in eV/Å.

Output
Multiplicity: 4
Total charge: +2
Total energy, eV: -24430.08964
Strongest force on any atom, eV/A: 7.335
Frontier orbital gap (spin up / spin down), eV: 7.40 / 5.52

=====

The following is a DFT calculation (wB97M-V/def2-TZVPD) of a molecular structure, C13H17N3O5Tc.

```
39
Properties=species:S:1:pos:R:3:forces:R:3
Tc 0.268042 -0.899680 0.749282 -0.557 -0.404 -0.347
O 5.263696 1.171211 -1.864591 0.061 0.001 -0.022
C 4.207470 0.664612 -1.270660 -0.069 -0.038 0.016
C 4.118270 -0.676737 -0.840745 0.002 0.041 -0.022
C 2.966102 -1.067592 -0.211173 -0.060 0.040 0.060
N 1.979178 -0.198931 0.019966 0.264 0.080 -0.115
C 1.988399 1.037944 -0.494653 -0.023 -0.039 0.107
C 3.092588 1.524070 -1.134212 0.048 -0.027 -0.014
C 0.617531 1.659380 -0.401278 0.108 0.132 -0.248
O 0.310708 2.774685 -0.604951 0.021 -0.054 0.048
O -0.316292 0.659480 -0.085382 0.122 -0.261 0.331
C 2.539207 -2.470961 0.145934 0.241 -0.032 -0.188
O 3.214371 -3.431874 0.200086 -0.054 0.042 0.032
O 1.155883 -2.494322 0.347190 -0.147 0.436 0.241
H 5.993755 0.542595 -1.969884 -0.026 0.021 0.007
H 4.904260 -1.397445 -1.029567 0.005 0.004 0.001
H 3.107468 2.518399 -1.560554 0.006 0.002 0.000
C -0.178149 1.138891 5.326541 0.008 0.007 0.005
C -0.058105 -0.375461 5.418784 -0.022 -0.012 0.000
N -1.003129 -1.089900 4.520202 0.010 0.028 -0.074
C -2.196918 -1.709993 5.155983 0.060 -0.035 0.011
C -3.260939 -0.684328 5.502222 -0.012 0.011 0.007
C -0.797660 -1.138949 3.244745 -0.006 0.062 0.024
C -1.744209 -1.837551 2.301191 -0.078 0.018 0.044
N 0.288511 -0.606985 2.625798 0.066 0.113 0.093
H 0.531193 1.591354 6.017928 0.004 -0.003 0.000
H -1.175598 1.474459 5.602111 -0.005 -0.004 0.000
H 0.038670 1.522735 4.328615 -0.002 0.006 0.000
H -0.284658 -0.719823 6.424733 -0.003 0.013 0.002
H 0.950352 -0.728875 5.192788 0.002 0.006 0.009
H -1.825401 -2.214685 6.046791 -0.014 -0.007 0.000
H -2.577553 -2.484575 4.495654 -0.024 0.013 -0.001
H -2.908344 0.026829 6.247507 0.003 0.001 0.001
H -4.123011 -1.199689 5.923053 0.005 -0.004 0.005
H -3.593178 -0.132235 4.622006 0.003 -0.004 -0.005
H -1.655283 -2.921292 2.380870 0.008 -0.014 -0.021
H -1.635631 -1.573867 1.220880 0.010 -0.033 -0.036
H -2.778358 -1.547420 2.487181 0.012 -0.015 0.005
H 0.973464 -0.097074 3.170310 0.033 -0.089 0.041
```
Positions in Å, forces in eV/Å.

Output
Energy above the lowest of the compared OMol25 structures with the same formula, charge and spin, kcal per mole: 0.0
Multiplicity: 2
Total charge: +2
Total energy, eV: -30647.82222
Strongest force on any atom, eV/A: 0.771
Frontier orbital gap (spin up / spin down), eV: 8.13 / 7.50

=====

The following is a DFT calculation (wB97M-V/def2-TZVPD) of C13H17NO4S in the gas phase at a distorted geometry.

```
36
Properties=species:S:1:pos:R:3:forces:R:3
O 1.346796 3.880948 1.171838 0.046 0.157 0.048
C 0.998744 2.741252 1.035935 -0.267 0.440 0.084
O 1.735952 1.846389 0.352834 0.319 -0.595 -0.318
C -0.251004 2.124991 1.603547 0.147 -0.080 0.139
C 0.088903 1.248243 2.830098 -0.463 0.447 -0.016
N 0.887361 0.090829 2.545571 -0.172 -1.136 -0.131
S 0.113309 -1.311256 2.070761 0.482 0.257 0.166
O 1.126328 -2.321655 2.028834 0.091 0.181 -0.298
O -1.018109 -1.472403 2.934410 -0.183 0.246 -0.210
C -0.461053 -1.004917 0.403461 0.124 -0.242 0.591
C -1.802091 -0.772444 0.166131 -0.171 -0.029 0.044
C -2.208296 -0.498324 -1.126277 0.128 -0.008 0.108
C -1.292443 -0.450476 -2.174766 -0.072 -0.023 0.117
C 0.057858 -0.697139 -1.921965 0.012 0.005 0.241
C 0.460397 -0.974513 -0.619849 -0.044 -0.034 -0.096
C 1.091920 -0.641548 -3.011698 0.033 -0.081 -0.208
C 0.476628 -0.745286 -4.402756 0.121 0.264 0.061
C -0.677674 0.241959 -4.518284 -0.112 -0.255 -0.057
C -1.793370 -0.170755 -3.564799 0.057 0.124 -0.189
H 2.544002 2.266949 0.016471 -0.192 0.195 0.163
H -0.920239 2.926101 1.915360 0.078 0.004 -0.081
H -0.729187 1.513519 0.838425 -0.033 0.090 0.013
H -0.834266 0.862446 3.266799 0.031 0.282 0.090
H 0.603553 1.860895 3.577496 -0.105 -0.107 -0.019
H 1.725572 0.257853 2.011821 0.175 -0.101 -0.113
H -2.496034 -0.817060 0.990171 -0.150 0.001 0.057
H -3.253119 -0.317125 -1.333202 -0.117 0.020 -0.015
H 1.494887 -1.183389 -0.394993 0.196 -0.027 -0.070
H 1.822872 -1.437622 -2.857103 0.041 0.046 0.034
H 1.626668 0.310252 -2.924991 0.067 -0.021 -0.028
H 1.236095 -0.538197 -5.158442 -0.002 -0.078 -0.012
H 0.104820 -1.758541 -4.566906 0.004 -0.073 -0.056
H -1.058890 0.269291 -5.540348 0.004 0.079 0.009
H -0.325335 1.243738 -4.263412 0.017 0.080 -0.032
H -2.564744 0.601652 -3.525463 -0.040 -0.065 0.017
H -2.269657 -1.081670 -3.942232 -0.049 0.037 -0.038
```
Positions in Å, forces in eV/Å.

Output
Energy above the lowest of the compared OMol25 structures with the same formula, charge and spin, kcal per mole: 15.1
Total charge: 0
Total energy, eV: -34272.95509
Strongest force on any atom, eV/A: 1.156
Frontier orbital gap, eV: 9.77

=====

The following is a DFT calculation (wB97M-V/def2-TZVPD) of C13H17NOS in the gas phase.

```
33
Properties=species:S:1:pos:R:3:forces:R:3
C 0.785826 0.964129 -4.943336 -0.045 -0.015 -0.017
C 0.179580 0.615107 -3.618596 0.037 0.027 0.055
C 0.598649 1.229068 -2.447799 -0.010 -0.026 -0.124
C 0.036156 0.910826 -1.222921 -0.074 -0.040 0.046
C -0.974583 -0.034681 -1.161938 -0.035 -0.012 0.327
S -1.769617 -0.539147 0.341300 -0.245 0.195 0.220
C -1.302809 0.755253 1.553534 -0.069 -0.189 -0.451
C -2.169760 0.576013 2.795682 -0.077 -0.027 -0.124
C 0.169424 0.701175 1.962514 -0.311 -0.173 -0.159
O 0.767074 1.709624 2.280595 0.167 0.346 0.091
N 0.695043 -0.534855 1.989358 0.046 -0.454 0.022
C 2.048595 -0.801217 2.343583 0.200 0.108 0.096
C 2.400126 -2.127519 2.941040 0.016 0.024 0.168
C 2.835324 -1.793719 1.542042 0.100 0.092 -0.122
C -1.405339 -0.662016 -2.327166 0.014 0.019 0.100
C -0.830787 -0.339159 -3.538074 0.054 0.026 0.050
H 1.157104 0.068986 -5.440342 0.061 -0.007 -0.082
H 1.608781 1.663757 -4.822761 0.060 0.040 -0.052
H 0.037592 1.418022 -5.592658 0.019 0.048 -0.093
H 1.383401 1.970878 -2.481978 0.088 0.075 -0.040
H 0.397624 1.405850 -0.336033 0.035 0.076 0.067
H -1.506252 1.726023 1.094753 0.184 -0.069 0.089
H -3.222990 0.660302 2.537890 -0.062 0.014 0.026
H -1.919671 1.344706 3.523721 0.031 0.023 0.043
H -1.997845 -0.401295 3.242862 -0.012 -0.058 0.080
H 0.133112 -1.305958 1.652204 -0.013 0.206 -0.051
H 2.532372 0.096842 2.704577 0.067 -0.135 -0.003
H 3.143422 -2.157590 3.721869 0.077 0.031 0.056
H 1.609476 -2.852299 3.064316 -0.124 -0.031 -0.040
H 3.878537 -1.592596 1.357320 0.099 0.042 0.022
H 2.335855 -2.291258 0.724229 -0.126 -0.017 -0.044
H -2.191712 -1.399491 -2.268704 -0.112 -0.080 -0.052
H -1.172770 -0.830724 -4.437448 -0.040 -0.058 -0.104
```
Positions in Å, forces in eV/Å.

Output
Energy above the lowest of the compared OMol25 structures with the same formula, charge and spin, kcal per mole: 15.3
Total charge: 0
Total energy, eV: -28129.63527
Strongest force on any atom, eV/A: 0.494
Frontier orbital gap, eV: 8.95

=====

The following is a DFT calculation (wB97M-V/def2-TZVPD) of a gas-phase ion, C13H18BNO5 (charge -2) at a distorted geometry.

```
38
Properties=species:S:1:pos:R:3:forces:R:3
C -0.568622 3.771595 3.742351 -0.584 -0.579 -1.228
C -1.183081 2.238486 3.478703 0.267 1.561 -0.345
C -2.252665 2.394299 2.246283 0.798 0.558 -0.895
C 0.113530 1.287564 3.161121 0.223 -0.780 1.657
C -0.221658 -0.107819 2.368891 -0.057 -0.455 1.989
B 0.081520 0.061290 0.761366 -1.450 -0.620 0.604
O -1.266153 -0.271374 0.177597 -0.943 -1.387 -3.626
C -1.105302 -1.220818 -0.971384 -0.313 1.226 2.781
O -1.324920 -2.523152 -0.266635 -0.729 0.061 -0.557
C 0.461317 -0.832703 -1.325758 -1.114 -1.233 0.291
C 0.324801 0.650141 -2.036820 0.193 6.379 -2.197
O 1.469888 1.379593 -2.141823 -5.159 -4.119 0.546
O -0.944191 1.221941 -2.513103 5.945 -3.921 2.291
C 1.250414 -1.762078 -2.471547 0.379 -0.843 -0.680
C 0.312343 -2.343033 -3.679618 4.586 -1.382 -0.871
C 1.091314 -3.229966 -4.862044 1.939 2.305 3.825
C 2.744451 -3.405181 -4.686459 -2.886 2.096 2.764
C 3.411824 -2.726215 -3.353500 -2.638 -0.110 -1.215
N 2.730461 -1.924438 -2.280781 -2.925 -2.778 -5.084
O 0.983321 -0.878570 0.067112 0.315 0.534 -3.179
H 0.259293 3.763499 4.571146 -1.639 0.166 -1.541
H -1.466286 4.497153 3.956109 1.813 -1.219 -0.024
H -0.119225 4.118067 2.692037 -0.738 -0.716 2.384
H -1.785427 1.958683 4.442071 1.277 0.131 -1.641
H -2.977805 1.487716 2.096118 1.479 1.725 0.395
H -1.624840 2.516308 1.241080 -1.366 -0.495 2.070
H -2.862816 3.414598 2.345613 1.081 -2.210 0.059
H 0.976271 1.935764 2.655896 -2.078 -1.447 0.752
H 0.558284 0.968305 4.221896 -0.866 0.903 -1.857
H 0.344204 -1.046479 2.842075 -0.930 1.978 -0.641
H -1.376082 -0.346456 2.521562 2.287 0.521 -0.282
H 0.344633 1.226942 0.692981 0.375 0.611 -0.831
H -1.879486 -1.164882 -1.847019 1.491 0.510 1.780
H -2.096723 -2.422629 0.384690 1.927 0.588 -1.614
H -0.850377 -2.143752 -3.725415 2.822 -0.385 0.220
H 0.488891 -3.665910 -5.779294 1.465 0.949 2.082
H 3.369452 -3.994534 -5.497369 -1.357 1.375 1.985
H 4.589447 -2.881953 -3.228131 -2.891 0.502 -0.165
```
Positions in Å, forces in eV/Å.

Output
Total charge: -2
Total energy, eV: -26166.13251
Strongest force on any atom, eV/A: 7.481
Frontier orbital gap, eV: 6.22

=====

Q: Look up the total energy of the first one.
A: -48191.08680 eV